(1)
{
  "formula": "C47H42F3MgN9O3S",
  "method": "ωB97M-V/def2-TZVPD",
  "e_tot_ha": -3432.7810,
  "orbital_gap_ha": 0.243,
  "lumo_ev": 0.42,
  "relative_energy_ev": 0.0000,
  "homo_energy_ha": -0.228,
  "species": ["Mg", "C", "C", "C", "C", "C", "N", "C", "C", "C", "C", "C", "C", "C", "N", "C", "C", "C", "N", "C", "C", "N", "C", "C", "C", "N", "H", "H", "H", "H", "H", "H", "H", "H", "H", "H", "H", "H", "H", "H", "H", "H", "H", "H", "N", "S", "C", "C", "C", "C", "C", "C", "C", "C", "C", "C", "C", "C", "H", "H", "H", "H", "H", "H", "H", "H", "H", "H", "H", "F", "C", "F", "F", "C", "O", "O", "C", "C", "C", "C", "C", "N", "C", "O", "N", "C", "C", "C", "C", "N", "C", "C", "C", "H", "H", "H", "H", "H", "H", "H", "H", "H", "H", "H", "H", "H"],
  "xyz": [[0.5360, 0.0221, -0.0387], [6.0826, -2.2201, -3.8122], [5.1214, -1.5631, -2.8627], [5.5445, -1.2522, -1.5722], [4.6861, -0.6868, -0.6680], [3.3537, -0.3451, -0.9927], [2.5172, 0.1471, -0.0494], [3.0512, 0.7582, 1.0390], [4.0729, 1.7251, 0.9642], [4.5928, 2.3199, 2.0930], [4.1372, 1.9806, 3.3659], [4.7293, 2.5775, 4.6100], [3.1010, 1.0621, 3.4551], [2.5589, 0.4741, 2.3226], [1.5054, -0.4406, 2.4932], [1.5001, -1.4907, 3.3276], [0.2091, -1.9710, 3.3629], [-0.5006, -1.1260, 2.5117], [0.2972, -0.2074, 1.9994], [2.9378, -0.6234, -2.3139], [3.8146, -1.2576, -3.1997], [1.6829, -0.2133, -2.8002], [1.3425, -0.1211, -4.1025], [0.0746, 0.4120, -4.1695], [-0.2845, 0.6213, -2.8443], [0.6958, 0.2437, -2.0409], [7.1027, -1.9350, -3.5537], [5.8910, -1.9369, -4.8454], [6.0098, -3.3065, -3.7395], [6.5593, -1.4782, -1.2742], [5.0289, -0.5045, 0.3405], [4.4503, 1.9819, -0.0169], [5.3760, 3.0593, 1.9894], [5.7151, 2.9875, 4.4046], [4.8257, 1.8206, 5.3879], [4.0979, 3.3797, 4.9975], [2.6974, 0.7883, 4.4214], [2.4003, -1.8330, 3.8011], [-0.1623, -2.8130, 3.9089], [-1.5407, -1.1574, 2.2532], [3.4632, -1.5349, -4.1808], [1.9845, -0.4146, -4.9061], [-0.5016, 0.6008, -5.0496], [-1.1868, 1.0392, -2.4475], [0.4640, 2.0205, 0.2407], [1.4451, 3.0085, -0.4510], [1.8054, 4.2465, 0.8484], [2.1962, 5.5418, 0.5565], [2.3862, 6.4396, 1.5948], [2.2118, 6.0336, 2.9093], [1.8418, 4.7289, 3.1920], [1.6341, 3.8345, 2.1576], [0.4138, 4.1807, -1.4142], [0.7042, 4.3942, -2.7499], [-0.0618, 5.2860, -3.4843], [-1.1195, 5.9489, -2.8838], [-1.4259, 5.7087, -1.5534], [-0.6576, 4.8252, -0.8172], [-0.2650, 2.4836, 0.7618], [2.3227, 5.8540, -0.4701], [2.6585, 7.4624, 1.3771], [2.3588, 6.7377, 3.7150], [1.7026, 4.4048, 4.2132], [1.3320, 2.8156, 2.3510], [1.5272, 3.8670, -3.2088], [0.1672, 5.4675, -4.5237], [-1.7056, 6.6590, -3.4473], [-2.2572, 6.2150, -1.0847], [-0.8822, 4.6479, 0.2256], [1.8115, -3.6846, -1.3889], [1.2382, -3.9390, -0.1992], [0.9239, -5.2423, -0.1880], [2.1961, -3.7714, 0.7399], [0.0338, -2.9611, 0.0905], [-0.9832, -3.4220, 0.5658], [0.3389, -1.7909, -0.2018], [-8.4856, -6.3817, 1.5992], [-7.3142, -5.8799, 0.8129], [-7.0775, -6.3102, -0.4850], [-6.0201, -5.8103, -1.2188], [-5.1640, -4.8579, -0.6739], [-4.1308, -4.3617, -1.4732], [-3.5645, -3.1185, -1.5173], [-2.6092, -2.8916, -2.2208], [-4.2519, -2.1557, -0.7963], [-3.7444, -0.9421, -0.3816], [-4.5843, 0.0236, 0.1674], [-4.0227, 1.1982, 0.6339], [-2.6493, 1.3566, 0.5517], [-1.8465, 0.4531, 0.0042], [-2.3774, -0.6533, -0.4659], [-5.3618, -4.4609, 0.6468], [-6.4271, -4.9659, 1.3678], [-9.1083, -7.0306, 0.9901], [-9.0896, -5.5459, 1.9490], [-8.1501, -6.9421, 2.4702], [-7.7326, -7.0435, -0.9308], [-5.8573, -6.1494, -2.2305], [-3.7261, -5.0147, -2.1297], [-5.2012, -2.3736, -0.5250], [-5.6494, -0.1471, 0.2284], [-4.6451, 1.9702, 1.0617], [-2.1897, 2.2557, 0.9348], [-1.7050, -1.3555, -0.9199], [-4.6669, -3.7838, 1.1178], [-6.5718, -4.6481, 2.3894]]
}



(2)
{
  "formula": "C21H18AsN7O2S5Tc",
  "method": "ωB97M-V/def2-TZVPD",
  "charge": 3,
  "e_tot_ha": -5651.3194,
  "orbital_gap_ha": [0.191, 0.190],
  "lumo_ev": [-11.80, -11.81],
  "relative_energy_ev": 0.0000,
  "homo_energy_ha": [-0.624, -0.624],
  "species": ["Tc", "N", "C", "C", "C", "C", "C", "C", "S", "O", "O", "N", "C", "N", "C", "C", "C", "N", "H", "H", "H", "H", "H", "H", "H", "H", "H", "C", "C", "C", "C", "C", "C", "N", "N", "C", "C", "C", "C", "C", "N", "H", "H", "H", "H", "H", "H", "H", "H", "H", "S", "As", "S", "S", "S"],
  "xyz": [[-0.0830, -0.2426, -0.3875], [4.3991, 4.8543, 1.5587], [3.7559, 3.7395, 1.3654], [3.0558, 3.0422, 2.3882], [2.7491, 1.7553, 2.2414], [3.0229, 1.0343, 0.9823], [3.5382, 1.6586, -0.0665], [3.7838, 3.1494, -0.0182], [2.9085, -0.7132, 1.0056], [3.4094, -1.2723, 2.2347], [3.3827, -1.1303, -0.2670], [1.1894, -0.8712, 0.9258], [0.3385, -1.5306, 1.8217], [-0.9145, -1.3259, 1.4008], [-1.9048, -2.0223, 2.0220], [-1.6289, -2.7340, 3.1774], [-0.2642, -2.7868, 3.4926], [0.7252, -2.2433, 2.8141], [4.4308, 5.3119, 2.4793], [5.0098, 5.2886, 0.8558], [2.9418, 3.5319, 3.3460], [2.4036, 1.1626, 3.0705], [3.8037, 1.1216, -0.9918], [4.7219, 3.3285, -0.5453], [-2.9211, -1.9502, 1.6275], [-2.3650, -3.3290, 3.7205], [0.0120, -3.3629, 4.3601], [-5.2100, 2.1021, -1.7907], [-4.7925, 1.8886, -0.4465], [-3.7235, 1.0212, -0.1726], [-3.1095, 0.3993, -1.2710], [-3.5401, 0.5375, -2.5578], [-4.6015, 1.3940, -2.8417], [-2.0454, -0.5891, -1.1029], [-2.3056, -1.6789, -1.6157], [-1.2731, -2.6501, -1.6217], [-1.4858, -3.9190, -2.1510], [-0.4262, -4.8133, -2.0977], [0.8358, -4.3934, -1.5942], [0.9618, -3.0844, -1.1114], [-0.1023, -2.2478, -1.1164], [-5.9909, 2.8514, -1.9956], [-5.3664, 2.4197, 0.2978], [-3.4513, 0.7764, 0.8654], [-3.0714, -0.0272, -3.3358], [-4.9850, 1.5362, -3.8426], [-2.3975, -4.1734, -2.6886], [-0.5262, -5.8454, -2.4882], [1.6688, -5.0682, -1.6322], [1.8901, -2.6548, -0.7799], [-0.4373, 3.6506, -3.0126], [0.6827, 2.7466, -1.5828], [1.1277, 0.4972, -2.0475], [-0.3426, 1.8588, 0.2085], [2.5163, 4.0013, -1.0888]]
}



(3)
{
  "formula": "C4H10NS",
  "method": "ωB97M-V/def2-TZVPD",
  "charge": -1,
  "e_tot_ha": -611.3192,
  "orbital_gap_ha": 0.215,
  "lumo_ev": 3.59,
  "relative_energy_ev": 1.2692,
  "homo_energy_ha": -0.083,
  "species": ["C", "C", "N", "C", "C", "S", "H", "H", "H", "H", "H", "H", "H", "H", "H", "H"],
  "xyz": [[-2.0724, -0.4000, 1.2505], [-0.9011, 0.2202, 0.5035], [0.3300, -0.6436, 0.5241], [1.5802, -0.1063, 0.0056], [1.4396, 0.4127, -1.5110], [2.9266, 1.1943, -2.1962], [-2.0443, -1.4965, 1.1043], [-1.8983, -0.0760, 2.2881], [-3.1235, -0.0675, 0.8624], [-0.6327, 1.1837, 0.7555], [-1.3439, 0.4420, -0.4955], [0.1579, -1.4667, -0.1345], [2.4300, -0.6216, 0.3816], [1.5332, 0.8884, 0.4235], [0.5639, 1.0283, -1.5915], [1.0549, -0.4914, -2.1704]]
}



(4)
{
  "formula": "C15H40N3O8",
  "method": "ωB97M-V/def2-TZVPD",
  "charge": -1,
  "e_tot_ha": -1361.6565,
  "orbital_gap_ha": 0.293,
  "lumo_ev": 2.64,
  "relative_energy_ev": 0.0000,
  "homo_energy_ha": -0.196,
  "species": ["C", "O", "O", "O", "H", "C", "C", "O", "O", "H", "H", "H", "H", "H", "H", "C", "C", "C", "O", "C", "N", "H", "H", "H", "H", "H", "H", "H", "H", "H", "H", "H", "C", "C", "C", "O", "C", "N", "H", "H", "H", "H", "H", "H", "H", "H", "H", "H", "H", "C", "C", "C", "O", "C", "N", "H", "H", "H", "H", "H", "H", "H", "H", "H", "H", "H"],
  "xyz": [[-1.0555, -1.8271, -0.9837], [-0.2285, -1.7411, -1.8867], [-2.1175, -1.0201, -1.0847], [-0.8645, -2.4491, 0.0773], [-2.1455, -0.4831, -1.8397], [-1.6215, -1.4561, 2.9163], [-2.8105, -2.4371, 2.5833], [-4.0735, -1.8601, 2.8023], [-0.5395, -2.0511, 2.6223], [-1.6465, -1.1291, 3.9643], [-1.7745, -0.5721, 2.3493], [-2.6655, -3.2671, 3.1363], [-2.7395, -2.7491, 1.5953], [-3.9745, -1.0441, 3.3083], [-0.5035, -2.2341, 1.7023], [2.2875, -3.5071, 1.3283], [2.3875, -2.3511, 0.3673], [3.5985, -1.5411, 0.6963], [3.7715, -1.2561, 2.0843], [2.6285, -0.5731, 2.5653], [2.3345, -2.7771, -0.9647], [3.1055, -4.2351, 1.2563], [1.3535, -4.1291, 1.3103], [2.3585, -3.0671, 2.3483], [1.4975, -1.7971, 0.5253], [3.3955, -0.5591, 0.2343], [4.4555, -2.0441, 0.2673], [1.7745, -1.1811, 2.8043], [2.3155, 0.2349, 1.8723], [2.9105, -0.1421, 3.4673], [2.3715, -2.0181, -1.6097], [1.3485, -3.0421, -1.1727], [3.3555, 1.4059, -2.7437], [2.0895, 0.8559, -2.1977], [0.8685, 1.6429, -2.6737], [0.8445, 2.8549, -2.0157], [-0.0615, 3.7139, -2.5477], [1.8865, -0.5031, -2.7127], [3.6245, 2.4069, -2.4917], [3.3255, 1.5459, -3.8387], [4.2035, 0.7969, -2.4357], [2.1475, 0.7549, -1.1497], [-0.1015, 1.0689, -2.6037], [0.9595, 1.7529, -3.7157], [-0.2025, 4.5839, -1.9177], [-1.0265, 3.2489, -2.6207], [0.2025, 4.0259, -3.5837], [1.6895, -0.4291, -3.6717], [1.0135, -0.9831, -2.2747], [-3.9885, 3.2629, 0.5753], [-3.4075, 2.0399, -0.1157], [-1.8995, 2.1029, -0.2077], [-1.3865, 1.5189, 1.0043], [-0.0385, 0.9929, 0.9163], [-3.8155, 0.8939, 0.6853], [-3.7045, 3.3649, 1.5563], [-5.0615, 3.1689, 0.4863], [-3.7435, 4.1649, 0.0893], [-3.8575, 1.9919, -1.1477], [-1.7705, 3.2179, -0.2447], [-1.4435, 1.6419, -1.0837], [0.0085, 0.3899, -0.0217], [0.1925, 0.3319, 1.7213], [0.7295, 1.7049, 0.8683], [-3.0685, 0.7389, 1.3153], [-3.6955, 0.0339, 0.1543]]
}



(5)
{
  "formula": "C6H12O",
  "method": "ωB97M-V/def2-TZVPD",
  "e_tot_ha": -311.0143,
  "orbital_gap_ha": 0.400,
  "lumo_ev": 1.00,
  "relative_energy_ev": 1.2238,
  "homo_energy_ha": -0.363,
  "species": ["C", "C", "O", "C", "C", "C", "C", "H", "H", "H", "H", "H", "H", "H", "H", "H", "H", "H", "H"],
  "xyz": [[-0.7463, -1.8745, -0.5223], [-0.0300, -1.0023, 0.4984], [1.3046, -1.4850, 0.6297], [-0.0686, 0.5119, 0.2149], [-1.4200, 1.1930, 0.2253], [1.1612, 1.1723, 0.7550], [0.9953, 0.9590, -0.7371], [-0.5696, -2.9160, -0.2392], [-1.8256, -1.6971, -0.5662], [-0.3218, -1.7190, -1.5221], [-0.4627, -1.1594, 1.4936], [1.8110, -1.1605, -0.1274], [-1.9463, 1.0359, 1.1741], [-2.0629, 0.8283, -0.5841], [-1.3083, 2.2751, 0.0862], [1.1556, 2.2147, 1.0447], [1.7848, 0.5479, 1.3834], [0.8638, 1.8798, -1.2955], [1.5018, 0.2030, -1.3337]]
}



(6)
{
  "formula": "C5H10O3",
  "method": "ωB97M-V/def2-TZVPD",
  "e_tot_ha": -422.0671,
  "orbital_gap_ha": [0.306, 0.253],
  "lumo_ev": [0.48, 0.04],
  "relative_energy_ev": 5.1572,
  "homo_energy_ha": [-0.288, -0.252],
  "species": ["C", "C", "C", "C", "C", "O", "O", "O", "H", "H", "H", "H", "H", "H", "H", "H", "H", "H"],
  "xyz": [[0.0510, 1.4323, -0.1804], [-1.3963, 1.6783, 0.0297], [0.0321, -0.4848, -1.3628], [0.5231, -0.8201, 1.3175], [0.7558, 0.2361, -0.0720], [1.2852, -1.9309, 1.1008], [-0.8002, -1.0947, 1.5089], [2.1203, 0.3459, -0.2982], [-0.9391, -1.7780, 2.1857], [0.7792, -2.6316, 0.6269], [2.5253, -0.4580, 0.0529], [0.6763, 2.3016, -0.3372], [-1.9695, 0.7628, 0.1359], [-1.8230, 2.2731, -0.7817], [-1.5321, 2.2615, 0.9487], [-0.0575, 0.1183, -2.2675], [0.7116, -1.3293, -1.5249], [-0.9425, -0.8825, -1.0822]]
}



(7)
{
  "formula": "C4H7NO",
  "method": "ωB97M-V/def2-TZVPD",
  "e_tot_ha": -286.3549,
  "orbital_gap_ha": [0.287, 0.287],
  "lumo_ev": [0.20, 0.20],
  "relative_energy_ev": 7.5314,
  "homo_energy_ha": [-0.280, -0.280],
  "species": ["C", "C", "C", "C", "N", "O", "H", "H", "H", "H", "H", "H", "H"],
  "xyz": [[-0.3136, 0.7938, -0.2555], [0.9662, -0.1010, -0.5454], [2.1459, 0.4061, 0.2952], [-2.3600, -0.3681, 0.1692], [0.2086, -1.1380, -0.1507], [-1.5409, 0.7829, -0.0520], [1.2220, 0.0013, -1.6306], [3.0346, -0.1569, 0.0199], [1.9483, 0.2576, 1.3543], [2.3167, 1.4612, 0.1000], [-3.3846, -0.0915, -0.0697], [-2.2678, -0.6629, 1.2145], [-1.9754, -1.1845, -0.4494]]
}



(8)
{
  "formula": "C48H47Br6N7O14",
  "method": "ωB97M-V/def2-TZVPD",
  "e_tot_ha": -18737.3702,
  "orbital_gap_ha": 0.314,
  "lumo_ev": -1.10,
  "relative_energy_ev": 0.0000,
  "homo_energy_ha": -0.354,
  "species": ["O", "N", "O", "C", "C", "C", "C", "C", "C", "H", "H", "H", "H", "H", "O", "N", "O", "C", "C", "C", "C", "C", "C", "H", "H", "H", "H", "H", "O", "N", "O", "C", "C", "C", "C", "C", "C", "H", "H", "H", "H", "H", "O", "N", "O", "C", "C", "C", "C", "C", "C", "H", "H", "H", "H", "H", "O", "N", "O", "C", "C", "C", "C", "C", "C", "H", "H", "H", "H", "H", "O", "N", "O", "C", "C", "C", "C", "C", "C", "H", "H", "H", "H", "H", "O", "N", "O", "C", "C", "C", "C", "C", "C", "H", "H", "H", "H", "H", "Br", "C", "C", "Br", "H", "H", "H", "H", "Br", "C", "C", "Br", "H", "H", "H", "H", "Br", "C", "C", "Br", "H", "H", "H", "H"],
  "xyz": [[-2.7589, 2.9600, 1.1415], [-1.6281, 2.7872, 0.7708], [-0.9169, 3.6728, 0.3515], [-1.0581, 1.4275, 0.7642], [-1.6738, 0.4096, 1.4683], [-1.2546, -0.8736, 1.2532], [-0.0901, -1.1423, 0.5334], [0.5071, -0.1106, -0.1942], [0.0167, 1.1915, -0.0526], [-2.5765, 0.5386, 2.0508], [-1.7403, -1.6643, 1.8142], [0.2373, -2.1624, 0.4018], [1.3298, -0.2592, -0.8729], [0.4660, 1.9412, -0.6856], [-1.4013, 0.9244, 4.1907], [-0.6239, -0.0025, 4.3387], [-0.9010, -1.0491, 4.9033], [0.7411, 0.1391, 3.8362], [1.6338, -0.9421, 3.8195], [2.9980, -0.7015, 3.7144], [3.4732, 0.6031, 3.5709], [2.5697, 1.6202, 3.3947], [1.2168, 1.4257, 3.6372], [1.2740, -1.9223, 4.0968], [3.7440, -1.4843, 3.7095], [4.5319, 0.8078, 3.4785], [2.8433, 2.6606, 3.2669], [0.5522, 2.2602, 3.8143], [1.4840, -3.4567, 1.9169], [2.1702, -4.3363, 2.3897], [3.2684, -4.1583, 2.8840], [1.6937, -5.7107, 2.3184], [2.5498, -6.7749, 2.5558], [2.1485, -8.0854, 2.3344], [0.8414, -8.3537, 1.9354], [0.0247, -7.2885, 1.5828], [0.4447, -5.9892, 1.7885], [3.5841, -6.5980, 2.8216], [2.8771, -8.8669, 2.4943], [0.5530, -9.3764, 1.7332], [-0.8810, -7.4603, 1.0166], [-0.1945, -5.1598, 1.5109], [-4.7883, 2.6085, -0.8557], [-5.1478, 1.8023, -0.0288], [-4.7116, 0.6639, 0.0800], [-6.2225, 2.1649, 0.9316], [-7.1207, 3.1398, 0.4823], [-8.1021, 3.5281, 1.3923], [-8.2955, 2.8882, 2.6029], [-7.3511, 1.9449, 2.9907], [-6.3000, 1.5511, 2.1638], [-7.0067, 3.4942, -0.5297], [-8.8029, 4.2402, 0.9682], [-9.1369, 3.2347, 3.1852], [-7.4177, 1.4780, 3.9655], [-5.5556, 0.8510, 2.5089], [-5.8571, 10.3707, 2.4080], [-6.3022, 9.2381, 2.3850], [-7.4956, 9.0086, 2.3454], [-5.3968, 8.0931, 2.3159], [-4.0366, 8.3437, 2.4086], [-3.1537, 7.2792, 2.3771], [-3.6558, 5.9851, 2.2328], [-5.0230, 5.7588, 2.3133], [-5.9086, 6.8106, 2.3469], [-3.7736, 9.3941, 2.3938], [-2.0861, 7.3554, 2.5311], [-2.9961, 5.1302, 2.1866], [-5.4104, 4.7478, 2.2686], [-6.9766, 6.6665, 2.4319], [1.4168, -3.0618, -1.8294], [0.8651, -3.2067, -2.9000], [-0.3379, -3.0944, -3.0190], [1.6733, -3.5621, -4.0508], [1.0016, -4.0249, -5.1838], [1.6647, -4.4460, -6.3149], [3.0503, -4.4225, -6.3316], [3.7218, -3.9631, -5.1768], [3.0661, -3.6012, -4.0159], [-0.0752, -3.9069, -5.1634], [1.0970, -4.8234, -7.1550], [3.7026, -4.5072, -7.1888], [4.7875, -3.8773, -5.3465], [3.6554, -3.3355, -3.1476], [9.1191, -2.5356, -0.9137], [8.1610, -3.2496, -0.7220], [8.2351, -4.4322, -0.4391], [6.8199, -2.6542, -0.7509], [5.7380, -3.4582, -0.5023], [4.4383, -2.9563, -0.5683], [4.1988, -1.6426, -0.9286], [5.3178, -0.8685, -1.3063], [6.6045, -1.3575, -1.1921], [5.7595, -4.5073, -0.2451], [3.6328, -3.6088, -0.2573], [3.2378, -1.1548, -0.9728], [5.1693, 0.1384, -1.6717], [7.4509, -0.7710, -1.5268], [-2.3153, 0.7276, -3.4544], [-2.6699, -0.6667, -2.1071], [-3.9269, -1.4487, -2.3974], [-3.9608, -2.2523, -4.1799], [-2.7105, -0.1626, -1.1436], [-1.7785, -1.2886, -2.0459], [-4.7783, -0.7820, -2.2869], [-4.0300, -2.2734, -1.6965], [4.1253, 2.2581, 0.3223], [4.0971, 4.0781, -0.1507], [2.7557, 4.5178, -0.7555], [3.0305, 6.3163, -1.5134], [4.8923, 4.1717, -0.8870], [4.3835, 4.6950, 0.6967], [2.0386, 4.5831, 0.0546], [2.5045, 3.8980, -1.6069], [2.7355, -0.0517, -7.5528], [2.7390, -0.2486, -5.5792], [1.4895, 0.4996, -5.0821], [1.7173, 0.7255, -3.1499], [3.6045, 0.2582, -5.1592], [2.7770, -1.2787, -5.2423], [0.5892, -0.0667, -5.2996], [1.4752, 1.4704, -5.5640]]
}